1.
6
Properties=species:S:1:pos:R:3:forces:R:3 method="wB97M-V/def2-TZVPD" multiplicity=2 e_lumo_ev="-0.49 / -0.51" total_charge=0 orbital_gap_ev="6.126 / 10.215"
H 0.704 -0.321 1.441 -0.15 0.20 -0.33
O -0.608 0.178 -1.215 0.79 0.12 -1.44
O 1.306 -0.935 -0.736 -0.54 1.28 0.15
O 0.084 0.118 0.833 1.04 0.02 1.30
C 0.367 -0.201 -0.497 1.15 -3.07 -0.55
Pb -1.853 1.160 0.174 -2.29 1.45 0.87

2.
78
Properties=species:S:1:pos:R:3:forces:R:3 method="wB97M-V/def2-TZVPD" multiplicity=5 e_lumo_ev="2.71 / 1.98" total_charge=-1 orbital_gap_ev="7.352 / 6.958"
Co 1.425 0.471 -0.599 -0.42 0.56 -0.15
C -0.799 2.697 1.388 -0.38 -0.15 -0.15
C -1.539 2.294 0.119 0.69 -0.13 -0.32
C -3.001 1.989 0.344 -0.12 -0.70 -0.13
C -1.413 3.373 -0.947 0.62 0.52 0.47
O -0.827 1.095 -0.322 -0.55 -0.16 -0.57
Si -1.389 -0.011 -1.461 0.02 0.81 -0.08
S 0.304 -0.943 -2.153 0.19 -0.07 0.13
O -2.268 0.836 -2.583 0.58 0.09 0.41
C -3.065 0.384 -3.665 0.47 -0.28 -0.06
C -4.449 0.167 -3.150 -0.27 0.12 0.77
C -2.501 -0.887 -4.271 -0.07 -0.06 -0.13
C -3.077 1.467 -4.699 0.32 0.59 0.07
O -2.550 -0.902 -0.730 -0.49 -0.01 -0.51
C -2.488 -2.034 0.101 0.25 -0.29 0.46
C -2.100 -3.244 -0.721 -0.01 -0.67 0.42
C -3.894 -2.233 0.658 0.29 -0.28 -0.13
C -1.465 -1.778 1.199 -0.16 -0.47 0.12
H -1.223 3.621 1.762 -0.19 0.26 0.27
H 0.244 2.911 1.130 -0.10 -0.35 0.18
H -0.905 1.903 2.152 0.26 0.41 -0.33
H -3.472 2.847 0.805 -0.20 0.23 0.15
H -3.076 1.121 1.012 -0.27 0.17 -0.18
H -3.496 1.780 -0.627 0.20 0.01 0.67
H -2.103 4.202 -0.724 0.35 -0.10 0.04
H -1.660 2.997 -1.923 -0.16 -0.28 -0.39
H -0.364 3.704 -0.965 -0.46 0.16 -0.09
H -4.430 -0.601 -2.379 -0.16 0.01 0.09
H -5.110 -0.124 -3.944 -0.48 -0.17 -0.45
H -4.786 1.115 -2.718 -0.20 -0.20 0.05
H -2.560 -1.680 -3.524 0.16 -0.22 -0.20
H -1.476 -0.735 -4.590 0.27 -0.05 0.20
H -3.054 -1.160 -5.172 -0.23 -0.13 0.17
H -3.571 2.357 -4.297 0.16 0.02 -0.12
H -3.624 1.113 -5.558 -0.21 0.03 -0.47
H -2.048 1.700 -4.977 -0.09 0.15 -0.10
H -2.724 -3.352 -1.587 -0.47 0.17 -0.57
H -2.214 -4.183 -0.165 0.09 0.19 0.20
H -1.085 -3.163 -1.053 0.66 0.04 -0.21
H -4.519 -2.538 -0.186 -0.23 0.06 0.24
H -4.253 -1.297 1.069 -0.18 0.14 0.13
H -3.905 -3.015 1.433 -0.04 0.21 -0.24
H -0.496 -1.518 0.776 0.03 0.00 -0.05
H -1.346 -2.676 1.813 0.03 0.10 0.03
H -1.797 -0.960 1.825 -0.04 0.27 0.23
O 1.739 3.466 -3.317 0.23 0.33 -0.13
C 1.796 2.919 -2.263 -0.42 -0.65 0.46
N 1.777 2.367 -1.202 0.30 -0.04 -0.46
C 1.907 -3.422 1.591 -0.25 0.56 1.35
C 3.254 -2.981 1.015 -0.62 -0.69 -0.21
C 3.073 -2.895 -0.496 1.41 0.20 -0.50
C 3.793 -1.779 1.755 0.25 0.07 -0.07
C 4.887 -2.038 2.567 -0.18 -0.07 -0.22
C 5.497 -1.061 3.328 -0.06 -0.56 -0.20
C 4.965 0.211 3.324 0.47 0.13 0.59
C 3.863 0.557 2.588 -0.57 0.21 -0.61
C 3.326 1.970 2.842 0.14 -0.25 0.10
C 3.384 2.973 1.674 0.08 -0.17 0.33
C 1.899 1.893 3.397 0.08 0.36 -0.48
C 3.233 -0.441 1.693 0.24 0.37 0.53
N 2.224 -0.132 0.898 0.53 -0.02 0.21
H 1.538 -4.365 1.199 0.09 -0.11 -0.28
H 1.179 -2.635 1.386 -0.05 -0.16 -0.05
H 1.945 -3.520 2.703 0.08 0.03 -0.68
H 3.949 -3.801 1.199 0.24 -0.01 0.11
H 2.324 -2.164 -0.713 -0.44 0.35 -0.32
H 2.747 -3.864 -0.899 0.12 0.20 0.13
H 4.022 -2.591 -1.024 -0.84 -0.30 0.49
H 5.252 -3.054 2.600 0.17 -0.13 0.00
H 6.352 -1.304 3.935 0.19 0.00 0.15
H 5.449 0.908 4.004 -0.25 0.32 -0.21
H 3.992 2.351 3.636 -0.32 0.05 -0.17
H 2.775 2.625 0.850 -0.05 0.04 -0.19
H 4.415 3.105 1.306 -0.34 0.05 0.17
H 2.968 3.942 2.020 0.37 -0.39 -0.20
H 1.261 1.402 2.667 -0.02 -0.04 -0.04
H 1.529 2.918 3.518 -0.11 -0.21 0.27
H 1.833 1.332 4.324 0.08 0.03 0.25

3.
67
Properties=species:S:1:pos:R:3:forces:R:3 method="wB97M-V/def2-TZVPD" e_lumo_ev=-8.63 total_charge=+2 orbital_gap_ev=5.866
V -0.874 0.626 0.306 -0.55 0.09 -0.50
O -3.946 2.538 0.457 0.12 0.03 -0.04
C -3.127 2.094 1.164 -0.15 0.00 0.17
O -1.740 2.043 0.704 0.27 -0.42 -0.11
C -3.241 1.498 2.540 0.07 0.08 0.07
C -1.966 1.724 3.384 -0.04 0.00 0.01
C -2.259 1.429 4.852 0.00 0.00 -0.01
C -2.328 -0.118 4.851 0.02 0.01 0.00
C -2.071 -0.433 3.382 -0.07 -0.01 -0.01
O -1.145 0.602 2.969 0.05 -0.01 0.03
C -3.322 -0.078 2.539 0.14 -0.08 0.05
C -3.253 -0.698 1.168 -0.41 -0.03 0.16
O -4.111 -1.168 0.519 0.14 0.00 -0.04
O -1.914 -0.690 0.663 0.46 0.34 -0.14
H -4.133 1.929 2.991 -0.02 -0.01 -0.01
H -1.452 2.660 3.185 0.02 -0.01 -0.01
H -3.180 1.904 5.184 0.00 0.00 0.01
H -1.449 1.793 5.480 0.00 0.00 0.00
H -3.284 -0.511 5.191 0.00 0.00 0.00
H -1.547 -0.552 5.470 -0.01 0.00 0.01
H -1.653 -1.415 3.175 0.03 0.01 -0.01
H -4.250 -0.423 2.988 -0.02 0.02 -0.01
C -1.072 0.681 -1.595 -0.01 -0.05 -0.02
Si 0.609 -0.111 -2.228 0.01 -0.03 0.05
C 1.738 0.759 -0.964 0.07 -0.01 -0.08
N 1.127 0.628 0.407 -0.14 0.03 0.14
C 1.428 -0.724 1.039 -0.01 -0.04 0.18
C 2.140 -0.587 2.375 0.05 0.07 0.00
C 3.368 0.308 2.211 -0.04 -0.01 0.01
C 2.979 1.712 1.701 0.00 -0.07 -0.02
C 1.507 1.774 1.307 0.09 0.08 0.13
C 0.839 0.489 -3.939 0.04 0.09 0.01
C 0.795 -0.422 -4.999 0.00 0.05 0.00
C 0.957 0.023 -6.303 0.00 -0.06 0.02
C 1.157 1.372 -6.555 0.00 0.01 -0.02
C 1.196 2.289 -5.511 0.00 0.02 0.05
C 1.037 1.851 -4.208 0.00 -0.06 -0.07
C 0.576 -1.933 -1.960 -0.12 0.01 0.03
C 1.775 -2.655 -2.028 -0.01 -0.03 0.01
C 1.780 -4.030 -1.859 0.04 0.02 -0.01
C 0.587 -4.704 -1.623 -0.03 -0.02 0.01
C -0.611 -4.006 -1.565 -0.01 0.03 0.00
C -0.617 -2.628 -1.734 0.07 -0.04 -0.01
H -1.949 0.160 -1.983 0.00 -0.03 0.04
H -1.094 1.729 -1.913 0.00 0.02 0.07
H 1.784 1.823 -1.207 0.00 0.00 0.02
H 2.764 0.387 -0.934 0.00 0.02 0.03
H 2.042 -1.282 0.334 -0.05 0.02 -0.06
H 0.492 -1.292 1.139 0.02 0.00 0.00
H 2.435 -1.588 2.691 -0.01 -0.01 -0.01
H 1.464 -0.203 3.141 0.00 0.00 -0.01
H 4.056 -0.169 1.509 0.01 0.01 0.00
H 3.900 0.382 3.158 0.01 0.00 0.00
H 3.602 2.009 0.857 0.00 0.01 0.00
H 3.128 2.467 2.473 0.00 0.01 -0.01
H 1.270 2.699 0.779 0.00 -0.02 -0.02
H 0.881 1.717 2.199 -0.03 -0.04 -0.03
H 0.641 -1.478 -4.807 0.00 -0.01 -0.01
H 0.927 -0.685 -7.120 0.00 0.01 -0.01
H 1.282 1.715 -7.573 0.00 0.00 0.00
H 1.352 3.339 -5.714 0.00 0.00 -0.01
H 1.069 2.579 -3.403 0.00 0.01 0.00
H 2.713 -2.148 -2.231 0.00 0.00 0.00
H 2.709 -4.580 -1.921 0.00 0.00 0.00
H 0.590 -5.779 -1.499 0.01 0.00 0.00
H -1.541 -4.535 -1.401 0.00 0.00 0.00
H -1.567 -2.106 -1.704 -0.01 -0.01 0.00

4.
68
Properties=species:S:1:pos:R:3:forces:R:3 method="wB97M-V/def2-TZVPD" e_lumo_ev=0.31 total_charge=0 orbital_gap_ev=9.015
C -2.881 -6.836 -1.976 -0.21 -0.37 0.09
O -2.304 -5.579 -1.657 0.19 0.38 -0.02
C -2.378 -5.214 -0.368 -0.18 -0.32 0.11
O -2.895 -5.899 0.481 0.06 0.07 -0.12
C -1.758 -3.893 -0.112 0.11 0.31 0.15
C -1.195 -3.128 -1.132 -0.05 -0.11 0.10
C -0.626 -1.904 -0.844 -0.02 0.04 0.05
C -0.610 -1.423 0.465 -0.09 -0.28 0.04
C -0.032 -0.072 0.766 -0.05 0.53 -0.13
C -0.864 0.955 -0.049 -0.11 -0.29 0.56
O -0.739 1.040 -1.251 0.08 0.09 -0.42
N -1.797 1.605 0.665 -0.34 0.09 0.15
C -2.564 2.699 0.097 -0.13 0.03 0.17
C -1.974 4.046 0.518 0.05 -0.05 -0.44
C -2.771 5.185 -0.107 -0.06 0.04 0.36
C -4.238 5.095 0.305 0.00 0.01 -0.35
C -4.826 3.746 -0.098 -0.03 0.05 0.36
C -4.027 2.603 0.523 0.04 0.02 -0.43
N 1.362 0.090 0.364 -0.54 -0.42 0.04
C 2.242 -1.048 0.194 0.29 -0.18 -0.01
C 3.323 -1.121 1.247 0.06 -0.14 -0.01
C 4.624 -1.455 0.894 -0.14 -0.04 -0.01
C 5.614 -1.536 1.858 0.09 -0.02 0.04
C 5.313 -1.282 3.185 0.10 -0.01 0.04
C 4.018 -0.950 3.545 -0.04 0.01 0.08
C 3.028 -0.873 2.582 0.02 0.00 -0.07
C 1.787 1.374 0.318 0.51 0.21 0.08
O 1.059 2.287 0.673 0.11 0.22 0.10
C 3.182 1.628 -0.222 -0.06 0.31 0.08
C 3.285 1.196 -1.647 0.53 -0.10 -0.31
C 2.307 1.161 -2.591 0.10 0.07 0.24
C 2.771 0.709 -3.849 0.14 -0.07 -0.15
C 4.093 0.409 -3.845 0.30 -0.01 0.22
S 4.808 0.669 -2.300 -0.65 0.12 -0.12
C -1.184 -2.184 1.478 0.15 0.15 -0.12
C -1.751 -3.409 1.194 -0.11 -0.27 -0.21
H -3.943 -6.842 -1.721 0.09 -0.02 -0.05
H -2.384 -7.634 -1.420 -0.06 0.05 -0.07
H -2.743 -6.971 -3.046 0.00 0.02 0.05
H -1.209 -3.498 -2.145 0.01 -0.01 -0.08
H -0.205 -1.296 -1.630 0.06 0.05 -0.08
H -0.130 0.152 1.838 -0.07 -0.04 -0.13
H -1.727 1.601 1.671 0.16 -0.09 -0.06
H -2.484 2.588 -0.989 -0.04 0.04 0.11
H -0.927 4.086 0.214 0.04 -0.02 0.07
H -2.010 4.128 1.607 0.03 -0.02 0.11
H -2.354 6.144 0.207 0.03 0.03 -0.09
H -2.695 5.126 -1.194 0.03 0.05 -0.09
H -4.807 5.901 -0.163 -0.04 0.05 0.07
H -4.318 5.216 1.388 -0.03 0.05 0.07
H -5.869 3.683 0.220 -0.03 -0.02 -0.09
H -4.801 3.651 -1.186 -0.06 -0.02 -0.08
H -4.439 1.641 0.213 0.03 -0.05 0.07
H -4.091 2.663 1.613 -0.01 -0.04 0.11
H 1.633 -1.953 0.256 0.13 0.16 -0.09
H 2.695 -1.023 -0.802 -0.06 -0.10 0.08
H 4.865 -1.645 -0.142 0.01 0.00 -0.13
H 6.622 -1.793 1.570 0.10 -0.02 -0.02
H 6.086 -1.341 3.937 0.07 0.00 0.06
H 3.777 -0.751 4.579 -0.02 0.01 0.09
H 2.020 -0.613 2.867 -0.14 0.06 0.04
H 3.357 2.706 -0.144 -0.06 -0.16 0.10
H 3.929 1.118 0.388 -0.05 0.05 0.02
H 1.284 1.430 -2.391 -0.22 0.05 0.10
H 2.142 0.615 -4.715 -0.08 -0.03 -0.17
H 4.704 0.052 -4.650 0.07 -0.08 -0.22
H -1.182 -1.816 2.495 0.02 0.05 0.10
H -2.196 -4.012 1.971 -0.04 -0.05 0.06